No. 1
Below is a cluster of 5 separate species, C23H48F3O14 in total at a distorted geometry, with properties calculated with ωB97M-V with the def2-TZVPD basis set.

XYZ file:
```
88
Properties=species:S:1:pos:R:3:forces:R:3:lowdin_spin:R:1
F -15.311522 -9.555387 2.933410 1.206 -0.472 0.311 0.0000
F -17.110582 -9.417710 1.847620 -0.509 -0.202 -0.946 0.0000
F -15.568116 -7.898582 1.546086 0.055 -0.278 -0.187 0.0000
O -16.670361 -5.000666 8.705533 1.370 0.641 1.381 0.0002
O -21.087725 -7.446816 7.242646 -0.102 -1.038 0.037 0.0232
O -19.506020 -7.692328 8.703031 1.650 -0.536 1.046 0.3718
O -19.301124 -11.899377 9.959486 -0.537 0.175 0.877 -0.0002
O -18.773108 0.112697 9.499724 -0.271 -0.118 0.309 0.0000
O -24.410317 -8.729716 2.236447 -0.874 0.556 0.520 0.0000
O -16.112351 -7.079525 4.251862 -0.933 -1.840 -1.837 0.0000
O -25.254211 -8.945815 5.032600 -0.585 -0.302 -0.167 0.0000
O -20.249526 -13.870729 7.681932 1.136 1.506 -0.516 0.0000
O -19.031405 -3.036830 7.728446 0.258 -0.429 0.199 0.0002
O -18.102221 -8.010148 3.684405 2.653 -0.883 -2.305 0.0000
O -21.143227 -9.040674 8.829542 -0.213 -1.329 0.355 0.5684
O -17.336747 -10.126213 9.407160 -0.097 0.200 0.716 -0.0007
O -24.812519 -10.351042 7.514582 0.075 -0.151 -0.944 0.0006
C -21.064658 -14.968844 7.431730 -1.740 0.723 0.262 0.0000
C -20.932559 -12.738310 8.300658 0.263 -2.034 1.063 -0.0002
C -16.273023 -9.250414 9.190785 0.051 0.248 -1.298 -0.0003
C -24.371238 -10.020486 5.293017 1.993 -0.022 -1.025 0.0004
C -20.543149 -8.140410 8.236107 -1.496 0.843 0.103 0.0269
C -23.751355 -9.953486 6.672759 -2.434 -0.008 0.067 0.0019
C -26.184701 -9.160772 3.972419 0.345 -0.119 -0.338 0.0000
C -15.239330 -5.102060 8.564048 -1.019 0.418 -0.183 0.0000
C -17.464402 -4.980507 7.577661 -1.216 -0.656 -0.612 0.0013
C -20.210978 -7.082824 4.041779 -0.053 0.166 1.183 -0.0001
C -18.878508 -4.435374 7.941273 1.090 -0.084 -0.287 0.0004
C -18.785880 -7.182429 4.564495 -0.362 0.524 0.893 -0.0001
C -20.482927 -12.715935 9.821071 1.081 1.360 -1.911 -0.0001
C -24.617293 -10.139472 8.859643 -0.318 -0.429 0.390 0.0012
C -24.614441 -7.326920 2.312469 -0.247 0.187 -0.556 0.0000
C -18.355372 -2.235395 8.689190 -0.890 0.747 0.283 0.0000
C -18.707915 -0.757240 8.373068 1.186 -0.540 0.276 0.0000
C -25.582292 -9.469459 2.596765 1.068 -0.091 0.170 0.0000
C -16.166941 -8.705066 2.422549 -0.689 0.599 0.622 0.0000
C -18.135800 -12.320437 9.301156 -0.326 -0.703 -0.322 0.0000
C -16.760345 -7.849443 3.543308 -0.613 2.397 2.751 0.0000
C -17.562984 0.338979 10.235941 -0.559 -0.435 -0.550 0.0000
C -16.950024 -11.459432 9.619297 -0.148 0.694 -0.471 0.0000
H -23.503238 -8.914126 6.887863 0.439 0.134 -0.019 0.0004
H -26.851858 -8.306290 3.859036 0.502 0.511 0.452 0.0000
H -22.918179 -10.640660 6.820142 0.346 0.101 -0.315 0.0007
H -18.331272 -12.324114 8.228830 0.237 0.166 -0.257 0.0000
H -18.665028 -7.705797 5.512956 -0.663 0.193 0.452 -0.0001
H -14.805304 -5.037540 9.561822 -0.210 -0.126 -0.029 0.0000
H -23.784022 -6.842608 1.798721 0.120 -0.055 0.315 0.0000
H -21.249331 -12.217643 10.414731 0.139 -0.216 0.197 -0.0001
H -20.365579 -6.823872 7.352364 0.166 2.005 -1.494 0.0031
H -16.700830 -8.252216 9.097581 0.163 0.056 0.331 -0.0003
H -20.621697 -6.128537 4.371539 -0.210 -0.032 0.024 0.0000
H -16.504074 -11.588475 10.605490 -0.311 -0.109 0.372 0.0000
H -20.761040 -7.878076 4.544874 -0.430 0.030 -0.547 -0.0001
H -24.731630 -11.007099 5.001815 -0.756 -0.086 0.624 0.0000
H -20.197235 -13.709458 10.166625 -0.624 -0.281 -0.051 0.0000
H -15.844095 -9.494781 8.218973 0.247 0.053 -0.437 0.0000
H -23.621338 -10.450091 9.175357 0.168 -0.194 0.246 0.0008
H -26.899982 -9.962107 4.157738 0.133 -0.497 0.434 0.0000
H -18.318812 -6.211893 4.731836 0.274 0.018 -0.542 0.0000
H -19.665883 -0.747240 7.853184 0.033 0.223 0.221 0.0000
H -18.750840 -2.437763 9.684559 0.077 -0.310 0.274 0.0000
H -20.757095 -11.797864 7.778287 0.653 -0.086 0.094 -0.0003
H -21.558862 -15.184896 8.378929 0.027 -1.032 0.120 0.0000
H -25.393270 -10.794658 9.255475 0.191 0.364 0.978 0.0001
H -14.882614 -4.245749 7.991708 0.171 -0.019 -0.211 0.0000
H -16.862395 0.887236 9.606107 0.349 -0.192 -0.003 0.0000
H -25.512484 -7.013542 1.780115 -0.278 -0.207 -0.431 0.0000
H -17.903700 -0.454776 7.702365 -0.128 0.615 -0.353 0.0000
H -17.169715 -0.604322 10.614908 0.374 -0.098 -0.235 0.0000
H -14.934277 -6.032264 8.084705 -0.055 -0.096 -0.094 0.0000
H -25.225769 -10.495003 2.500494 -0.266 -0.137 0.215 0.0000
H -24.747289 -9.091274 9.128868 -0.156 0.154 0.209 -0.0001
H -17.529334 -6.017963 7.249660 -0.472 -0.371 -0.322 0.0009
H -21.888732 -14.655701 6.790681 -0.255 -0.008 -0.405 0.0000
H -17.275987 -2.386798 8.678452 0.033 -0.211 -0.022 0.0000
H -20.609707 -15.816307 6.918984 0.590 0.236 0.530 0.0000
H -17.838331 -13.341842 9.538503 -0.252 -0.447 0.260 0.0000
H -26.398277 -9.325147 1.888638 -0.055 0.101 -0.372 0.0000
H -19.629962 -4.919571 7.317608 -0.012 0.136 -0.232 -0.0002
H -17.104586 -4.453162 6.694191 0.496 0.562 0.151 0.0001
H -16.167447 -11.717114 8.905680 0.234 -0.248 -0.249 0.0000
H -23.478020 -9.965895 4.670690 0.120 0.519 -0.801 0.0000
H -22.003872 -12.907578 8.192356 -0.255 -0.078 0.302 0.0000
H -17.753530 0.936975 11.127116 -0.485 0.124 -0.257 0.0000
H -19.070071 -4.731713 8.972580 -0.102 0.179 0.252 0.0003
H -24.780748 -6.918881 3.309434 0.527 -0.323 0.355 0.0000
H -20.300907 -7.118147 2.956065 0.250 -0.209 0.150 0.0000
H -15.411186 -9.279115 9.857494 -0.333 -0.097 0.757 0.0000
```
Forces are in eV/Å.

The value obtained for the LUMO energy (alpha / beta) is 0.45 / -3.78 eV. The spin multiplicity is 2.



No. 2
Below is a cluster of 4 separate species, CH10NO3 in total at a distorted geometry, with properties calculated with ωB97M-V with the def2-TZVPD basis set.

XYZ file:
```
15
Properties=species:S:1:pos:R:3:forces:R:3:lowdin_charge:R:1
O -1.324899 -0.624576 -0.875405 -1.332 1.191 -1.587 -0.0647
O 1.253724 -0.393976 -0.370385 0.992 0.142 -0.096 -0.0691
O 0.974104 2.299192 -1.541131 0.033 0.319 -0.685 -0.0554
N -0.976432 -1.517772 1.536926 0.769 -1.086 0.421 0.1488
C -0.431614 -0.504878 2.093025 0.165 -0.521 -1.243 0.1234
H 2.177874 -0.638484 -0.556878 -0.447 -0.289 0.152 0.0782
H 1.067174 2.334015 -2.512298 -0.020 -0.200 0.566 0.0711
H -0.797979 -2.440953 1.957666 0.113 0.414 -0.684 0.1584
H -0.796186 0.428103 1.655221 0.927 0.170 0.400 0.1211
H -2.048780 -0.143798 -1.364031 0.732 -0.916 0.952 0.1189
H -1.266699 -1.435574 0.510985 -0.691 0.335 0.811 0.0992
H 1.297399 0.556110 -0.556375 -0.317 0.347 -0.075 0.0117
H 1.003181 3.236089 -1.299539 -0.002 -0.234 0.180 0.0623
H 0.425487 -0.690079 2.768921 -1.170 0.662 0.349 0.1386
H -0.556353 -0.463418 -1.446701 0.249 -0.334 0.539 0.0575
```
Forces are in eV/Å.

The charge is +1. The value obtained for the LUMO energy is -4.67 eV.



No. 3
Below is a structure of composition C31H44AlAsN2O2PS, with properties calculated with ωB97M-V with the def2-TZVPD basis set.

XYZ file:
```
83
Properties=species:S:1:pos:R:3:forces:R:3:lowdin_charge:R:1
As -2.267122 -1.404354 4.441840 0.001 0.010 0.019 1.0348
S -0.721051 1.024101 1.068671 -0.089 0.300 -0.062 0.6282
P -1.594335 -0.347593 -0.161101 0.078 -0.019 -0.007 0.7534
Al 1.429761 0.961200 0.346039 -0.036 -0.519 0.254 0.1602
O 3.167386 1.208680 0.325370 0.070 0.435 -0.118 0.0307
O 5.112340 1.572295 1.380441 -0.004 0.016 0.038 0.1642
N 1.914357 0.623197 2.426297 0.045 -0.011 -0.112 0.0503
N 1.182206 0.829888 -1.465034 0.046 -0.050 0.018 -0.0007
C -1.843920 -0.979684 -2.735908 -0.019 0.009 -0.008 -0.0609
C 4.327711 1.292870 -3.398460 0.002 0.018 0.013 0.0120
C 1.685503 0.192801 4.753530 -0.005 0.000 -0.028 -0.0174
C -1.645980 -0.965378 -4.096012 0.016 0.017 0.030 -0.2673
C 0.234464 -2.293405 0.447605 0.061 0.056 0.027 -0.0902
C 0.316005 0.401739 -3.688303 -0.019 0.003 0.018 0.0079
C -2.442761 -3.270640 4.999379 -0.015 -0.003 -0.020 -0.3369
C -4.163738 -1.048469 4.109850 0.002 -0.002 -0.027 -0.3412
C -2.105280 -3.133130 0.116590 -0.012 -0.029 0.028 -0.0816
C 3.293876 -0.827891 -2.536727 -0.006 -0.033 0.006 -0.0159
C 2.279174 1.448454 -2.182407 -0.009 -0.046 0.021 -0.2648
C 3.949607 1.288744 1.383959 -0.032 -0.106 -0.047 -0.4776
C -3.533966 1.599354 -0.396895 -0.025 -0.010 -0.019 -0.1149
C 3.301167 0.662807 -2.712239 0.048 0.003 0.004 -0.2156
C -2.554794 -1.690155 -5.046236 -0.020 -0.022 -0.010 -0.0386
C 1.211853 3.667097 -1.683046 -0.056 0.053 0.061 -0.0210
C 3.013209 0.530201 4.966663 0.012 0.008 -0.012 -0.0068
C -0.557660 -0.214689 -4.549434 -0.018 -0.010 -0.026 -0.0045
C -4.410258 -0.697214 -0.801602 -0.040 -0.019 -0.005 -0.0951
C 2.295307 2.831270 -2.305585 0.038 0.060 -0.023 -0.2078
C 5.506294 3.330848 -4.283943 0.017 0.006 -0.014 -0.0439
C 3.342117 3.429345 -3.000074 0.004 -0.025 0.008 0.0099
C 3.202152 0.928949 2.638690 0.041 0.029 0.028 -0.1475
C 0.178658 0.327539 -2.282679 -0.012 -0.018 -0.008 -0.2350
C 4.365473 2.675771 -3.557546 -0.026 -0.014 0.019 -0.2515
C -3.367421 0.118873 -0.032047 0.003 0.001 0.049 -0.5008
C -2.167111 -0.607241 6.226728 -0.005 -0.002 -0.004 -0.3385
C 1.167922 0.250830 3.471988 -0.018 -0.080 0.006 -0.1241
C -0.993742 -0.315394 -1.826810 -0.001 0.009 -0.028 -0.2604
C -1.250904 -1.968175 0.613658 0.003 -0.015 0.049 -0.5114
C 3.793992 0.902864 3.882653 -0.030 -0.012 0.007 0.0410
H -3.022512 -0.998003 -5.747584 -0.001 0.006 -0.007 0.0870
H -4.482270 -1.555038 3.198069 -0.005 -0.003 0.002 0.0092
H -2.703713 -3.888773 4.140644 0.003 -0.005 0.004 0.0145
H -4.595247 1.845513 -0.363315 -0.006 0.012 0.009 0.0899
H 4.244150 -1.255948 -2.849614 0.002 -0.010 -0.017 0.0849
H -2.982628 -0.969643 6.851857 -0.006 -0.003 0.003 0.0282
H -3.217201 -3.370851 5.759033 -0.005 -0.009 0.009 0.0282
H 0.215621 3.352720 -2.000358 0.010 0.002 -0.006 0.0865
H -3.160589 -3.001854 0.345283 0.024 -0.017 0.015 0.0629
H 4.837694 1.167578 3.970132 0.007 0.005 -0.003 0.1359
H -4.321656 0.022791 3.987930 0.002 0.004 -0.006 0.0195
H -0.380820 -0.126643 -5.615100 0.004 0.001 -0.014 0.1276
H 5.127326 0.689923 -3.814033 0.015 -0.005 -0.007 0.1242
H 1.045068 -0.112982 5.568248 -0.008 -0.008 0.002 0.1042
H -4.770620 -1.405827 4.941137 -0.010 0.002 0.005 0.0284
H 5.762361 2.782535 -5.190468 0.004 -0.002 -0.003 0.0816
H -1.457565 -1.786694 1.675593 -0.010 -0.016 -0.029 0.0446
H 5.263114 4.355076 -4.562042 -0.003 0.007 0.000 0.0768
H -2.229815 0.477711 6.152462 0.016 0.003 0.002 0.0217
H -4.301202 -1.775067 -0.713686 0.005 0.032 -0.015 0.0559
H -1.220517 -0.874420 6.696031 -0.002 0.008 0.008 0.0103
H 0.884761 -1.523464 0.878017 -0.032 -0.024 0.007 0.0386
H 2.500670 -1.297629 -3.124331 -0.012 0.003 0.008 0.0836
H -3.347472 -2.213946 -4.512839 -0.008 -0.002 0.001 0.0771
H 6.397879 3.358805 -3.654877 0.001 -0.003 0.004 0.0881
H -1.989022 -3.297055 -0.955398 -0.003 0.018 -0.020 0.0839
H -1.775771 -4.042565 0.620473 0.008 -0.013 -0.004 0.0892
H -2.004683 -2.426246 -5.633680 0.007 -0.003 -0.003 0.0865
H 1.153818 0.942935 -4.100851 -0.013 -0.002 -0.010 0.1238
H 3.128132 -1.100659 -1.491717 0.016 0.009 0.001 0.0722
H 1.225118 3.615087 -0.583752 0.031 -0.025 -0.042 0.0690
H -4.408086 -0.429114 -1.857066 -0.006 0.005 0.006 0.0817
H 0.464908 -3.212875 0.986001 -0.006 -0.029 -0.025 0.0976
H -3.539579 -0.015084 1.044951 -0.005 0.023 -0.018 0.1037
H 3.435392 0.497961 5.961784 0.005 -0.002 0.010 0.1236
H -3.182468 1.784260 -1.414184 -0.004 -0.003 -0.007 0.0891
H -1.495476 -3.624812 5.403374 0.004 -0.003 0.001 0.0194
H 0.139996 -0.019377 3.269282 0.006 0.030 0.031 0.0121
H -3.007002 2.266476 0.278808 0.014 0.001 0.004 0.0428
H -5.390738 -0.431605 -0.405181 -0.007 -0.010 0.003 0.0927
H 3.357291 4.508186 -3.105345 0.002 0.011 0.002 0.1198
H -2.690716 -1.533290 -2.353389 -0.001 0.013 -0.001 0.0831
H 1.343068 4.717640 -1.936420 -0.019 0.001 -0.018 0.0862
H 0.500513 -2.432040 -0.601742 -0.006 0.010 -0.007 0.0933
```
Forces are in eV/Å.

The charge is +1. The value obtained for the LUMO energy is -3.10 eV.